1.
4 unconnected molecules or ions with the total composition C61H49Cl2I2N2O14P3S at a distorted geometry. Source: the Open Molecules 2025 dataset; level of theory: ωB97M-V with the def2-TZVPD basis set.

For the maximum force, the calculation gives 1.23 eV/Å. The gap between HOMO and LUMO is 7.58 eV. For the highest occupied orbital energy, the calculation gives -8.791 eV. Its SMILES is CC(=O)OCc1c(C)c(P(O)Cl)c([C@@H](I)[C@H](C)I)c2nc(PP(=O)(O)O)c(CCCCS(=O)(=O)Cl)nc12.O=C1c2ccccc2C(=O)c2ccccc21.O=C1c2ccccc2C(=O)c2ccccc21.O=C1c2ccccc2C(=O)c2ccccc21.

```
! wB97M-V def2-TZVPD RIJCOSX def2/J DEFGRID3
* xyz 0 1
C 3.42273 -2.90041 0.10796
C 2.73685 -3.91557 0.98045
O 3.33401 -4.45108 1.85523
O 1.42633 -4.21474 0.74038
C 0.57222 -3.19964 1.29100
C -0.74446 -3.16457 0.55828
C -1.95932 -3.34203 1.19132
C -1.99029 -3.50689 2.69825
C -3.19655 -3.36883 0.45193
P -4.90251 -3.64479 1.15014
O -5.42029 -4.92364 0.27437
Cl -4.81816 -4.48346 3.04506
C -3.15455 -3.13368 -0.91757
C -4.41200 -3.06019 -1.74322
I -4.71769 -1.05259 -2.47622
C -4.54012 -4.08460 -2.90181
C -6.02388 -4.29666 -3.24248
I -3.53281 -5.94068 -2.50486
C -1.90173 -2.94175 -1.56934
N -1.90042 -2.78076 -2.92403
C -0.74094 -2.64063 -3.49930
P -0.73943 -2.57055 -5.34356
P -2.61515 -1.65884 -5.93031
O -3.76687 -2.53308 -5.73348
O -2.69874 -0.27167 -5.13877
O -2.41330 -1.27500 -7.47405
C 0.46985 -2.59669 -2.74796
C 1.80032 -2.39520 -3.44153
C 2.60366 -3.68860 -3.65452
C 1.84621 -4.82976 -4.36879
C 2.36853 -6.21024 -3.92754
S 1.57455 -6.71614 -2.42555
O 0.15931 -6.60528 -2.55654
O 2.20725 -6.02645 -1.35244
Cl 2.01549 -8.70649 -2.23202
N 0.50576 -2.73693 -1.45006
C -0.70640 -2.94667 -0.85648
H 4.23462 -3.35588 -0.44649
H 2.72951 -2.39928 -0.55728
H 3.81866 -2.14730 0.78522
H 0.47021 -3.44249 2.33943
H 1.04996 -2.21597 1.23940
H -1.15270 -3.02301 3.17928
H -2.84412 -2.96131 3.07301
H -2.02137 -4.54460 3.01420
H -4.71295 -5.58802 0.21573
H -5.28202 -3.18568 -1.12575
H -4.06422 -3.64664 -3.77009
H -6.22753 -3.91324 -4.23909
H -6.30756 -5.34382 -3.22488
H -6.68121 -3.76362 -2.55827
H 0.19126 -1.60258 -5.76730
H -3.54712 0.15734 -5.32669
H -1.88500 -0.46402 -7.51086
H 1.70861 -1.81282 -4.35127
H 2.37781 -1.78149 -2.75097
H 3.04585 -4.00730 -2.71486
H 3.45008 -3.42334 -4.29009
H 0.77175 -4.74855 -4.24482
H 2.09961 -4.77623 -5.42380
H 2.13694 -6.92044 -4.71551
H 3.43598 -6.13846 -3.74469
O -2.38210 1.96224 7.00049
C -2.03638 2.04720 5.84185
C -1.01485 3.04661 5.41870
C -0.44204 3.87699 6.37186
C 0.53222 4.78784 5.99920
C 0.94084 4.87177 4.67258
C 0.36248 4.05639 3.71488
C -0.62092 3.14580 4.08204
C -1.24873 2.29551 3.03743
O -0.94813 2.42766 1.86435
C -2.25419 1.28567 3.45828
C -2.82786 0.45940 2.49973
C -3.74076 -0.50767 2.88196
C -4.08702 -0.65538 4.22078
C -3.52965 0.17589 5.17792
C -2.61577 1.15135 4.80147
H -0.75924 3.80654 7.40288
H 0.97865 5.43271 6.74416
H 1.70977 5.57706 4.38655
H 0.67219 4.12302 2.68091
H -2.55357 0.57072 1.45908
H -4.17899 -1.15536 2.13374
H -4.79435 -1.42040 4.51472
H -3.79909 0.06775 6.21938
O -6.44984 8.36220 1.17498
C -5.60949 8.19851 2.03472
C -4.68287 7.03357 1.98975
C -4.77181 6.13487 0.93387
C -3.89330 5.06718 0.85901
C -2.91847 4.88938 1.83697
C -2.83822 5.77582 2.89996
C -3.72024 6.84510 2.98400
C -3.62613 7.77432 4.14394
O -2.82448 7.58170 5.03469
C -4.53899 8.95198 4.17868
C -4.44539 9.85188 5.23256
C -5.26503 10.96692 5.26384
C -6.18204 11.18848 4.24153
C -6.28823 10.28807 3.19560
C -5.47184 9.16485 3.16161
H -5.52649 6.27735 0.17277
H -3.96237 4.37018 0.03382
H -2.22418 4.05650 1.77016
H -2.08765 5.64250 3.66735
H -3.72831 9.67778 6.02271
H -5.18860 11.66867 6.08390
H -6.81574 12.06525 4.26371
H -7.00221 10.45508 2.40109
O 10.47112 0.42318 -3.59784
C 9.53893 -0.18359 -3.11486
C 8.42494 0.53808 -2.43672
C 8.45042 1.92549 -2.37966
C 7.40507 2.61171 -1.78552
C 6.32813 1.91531 -1.24642
C 6.30537 0.53191 -1.28678
C 7.35467 -0.16191 -1.87615
C 7.32187 -1.65052 -1.89544
O 6.41630 -2.25819 -1.36256
C 8.42339 -2.37200 -2.59072
C 8.39400 -3.75951 -2.65024
C 9.39480 -4.44328 -3.31885
C 10.42945 -3.74378 -3.93156
C 10.47031 -2.36165 -3.86399
C 9.47177 -1.67055 -3.19025
H 9.28679 2.46318 -2.80416
H 7.42488 3.69274 -1.74522
H 5.50708 2.45445 -0.79258
H 5.47294 -0.01386 -0.86392
H 7.58622 -4.29915 -2.17542
H 9.36921 -5.52389 -3.36679
H 11.20604 -4.28007 -4.46059
H 11.27501 -1.81507 -4.33578
*
```

2.
15 unconnected molecules or ions with the total composition C48H135N9O21 at a distorted geometry. Source: the Open Molecules 2025 dataset; level of theory: ωB97M-V with the def2-TZVPD basis set.

For the maximum force, the calculation gives 2.81 eV/Å. The gap between HOMO and LUMO is 8.62 eV. For the highest occupied orbital energy, the calculation gives -8.525 eV. The calculation puts the energy above the lowest of the compared OMol25 structures with the same formula, charge and spin at 2.290 eV.

```
! wB97M-V def2-TZVPD RIJCOSX def2/J DEFGRID3
* xyz 0 1
C -4.18982 1.10277 -4.31033
C -3.65384 0.13462 -3.27930
O -2.47229 -0.53637 -3.79338
O -3.40135 2.29902 -4.28218
H -5.20424 1.47538 -4.16820
H -4.14305 0.78616 -5.35228
H -4.42584 -0.62342 -3.14708
H -3.28731 0.60769 -2.36827
H -1.94931 0.09342 -4.29482
H -3.78994 2.99750 -4.81388
C -0.78055 3.29005 -6.31386
C -0.11214 2.19686 -5.40663
O -0.74245 0.88792 -5.62287
O -0.16468 4.60726 -6.17043
H -1.83558 3.41220 -6.06874
H -0.76835 3.07112 -7.38159
H -0.25782 2.40407 -4.34647
H 0.96877 2.15747 -5.54143
H -0.52009 0.52416 -6.48300
H -0.79441 5.25648 -6.49221
C -4.10893 0.00408 3.15725
C -3.83805 0.95079 1.99821
O -3.11135 2.09119 2.34373
O -2.89269 -0.55095 3.53550
H -4.81583 -0.76992 2.85840
H -4.57513 0.59167 3.94813
H -4.84611 1.23132 1.69289
H -3.36448 0.40003 1.18551
H -2.24026 1.97280 1.95799
H -2.32420 0.13885 3.88567
C -0.47685 -6.66966 -1.82222
C -1.55038 -5.62345 -1.99017
O -2.71120 -6.16732 -2.59033
O -0.84258 -7.60913 -0.74404
H 0.39458 -6.11528 -1.47386
H -0.26656 -7.21093 -2.74467
H -1.33459 -4.69933 -2.52639
H -1.85725 -5.33604 -0.98453
H -3.27204 -5.38848 -2.61199
H -0.79223 -7.11752 0.07900
C -0.91749 -2.49223 5.81424
C -0.37074 -2.97838 4.45059
O -1.37076 -3.04479 3.34724
O -1.15871 -1.07163 5.79272
H -0.21234 -2.68254 6.62334
H -1.83484 -3.02476 6.06522
H -0.08461 -4.01839 4.60742
H 0.46809 -2.43068 4.02108
H -1.73097 -2.15722 3.28340
H -1.48981 -0.88868 6.67505
C 2.20372 3.21984 -2.36926
C 3.52894 3.99422 -2.23587
O 4.12300 4.04492 -3.47862
O 1.21805 4.12002 -2.98030
H 1.74410 2.94638 -1.41948
H 2.37868 2.28203 -2.89650
H 4.01824 3.53759 -1.37554
H 3.41763 5.02366 -1.89532
H 3.56668 4.49345 -4.11964
H 1.53153 4.32982 -3.86309
C -0.67796 -5.13681 -5.66370
C -0.94849 -3.65404 -5.33562
C -0.02171 -2.69157 -6.07497
O 1.35960 -2.94846 -5.65841
C 2.29739 -2.08565 -6.34652
N -2.32709 -3.41879 -5.69089
H -1.50238 -5.80014 -5.40214
H 0.23383 -5.52496 -5.20974
H -0.55731 -5.29742 -6.73504
H -0.77004 -3.56567 -4.26397
H -0.32979 -1.68530 -5.79104
H -0.08928 -2.78200 -7.15911
H 2.00326 -1.05037 -6.17397
H 2.36404 -2.34516 -7.40308
H 3.28710 -2.28921 -5.93770
H -2.90996 -3.87965 -5.00681
H -2.57887 -2.44110 -5.66185
C 3.87576 -3.33239 4.56017
C 3.63005 -2.49610 3.31013
C 3.36703 -0.96817 3.57289
O 4.23167 -0.46832 4.56379
C 3.93037 0.86493 5.03393
N 4.60558 -2.72137 2.24336
H 4.92791 -3.19222 4.80800
H 3.69972 -4.36898 4.27277
H 3.21843 -3.20536 5.42034
H 2.69264 -2.87160 2.89982
H 2.32342 -0.86987 3.87172
H 3.49702 -0.59197 2.55816
H 4.31006 1.04644 6.03940
H 2.87178 1.12448 5.04541
H 4.36687 1.60548 4.36375
H 4.54579 -3.69389 1.97740
H 4.30225 -2.32309 1.36617
C 4.09015 -1.63935 -2.15282
C 4.39440 -0.90309 -0.86570
C 4.42532 0.60278 -0.91837
O 4.37672 1.35547 0.30860
C 5.69131 1.41366 0.86560
N 3.37730 -1.34466 0.04690
H 3.37755 -1.11617 -2.79045
H 3.65333 -2.61617 -1.94516
H 5.02140 -1.82322 -2.68862
H 5.33614 -1.20784 -0.40925
H 3.54403 0.86269 -1.50478
H 5.26397 0.88751 -1.55375
H 5.72207 2.28048 1.52575
H 6.54546 1.55001 0.20232
H 5.84169 0.63097 1.60916
H 3.32185 -0.57134 0.69420
H 2.55106 -1.24220 -0.52488
C -3.74163 3.65270 -1.28846
C -2.42690 4.35748 -1.76735
C -1.83517 5.26032 -0.66676
O -2.66060 6.41776 -0.52914
C -2.18445 7.35878 0.45628
N -1.47911 3.33673 -2.17252
H -3.45648 2.97588 -0.48305
H -4.17032 3.12217 -2.13869
H -4.46489 4.41722 -1.00469
H -2.69113 4.93953 -2.65023
H -0.79327 5.49097 -0.88884
H -1.80561 4.72388 0.28163
H -2.01308 6.77823 1.36275
H -2.94967 8.11929 0.61180
H -1.30992 7.86377 0.04609
H -0.75335 3.81661 -2.68543
H -1.93515 2.75097 -2.85737
C -6.50341 -4.67344 -2.13442
C -5.31062 -3.67319 -1.92849
C -4.64737 -3.89793 -0.56294
O -3.99500 -2.68560 -0.32366
C -3.04552 -2.69859 0.74076
N -4.28760 -3.75366 -2.95197
H -6.24606 -5.71871 -1.96321
H -6.90116 -4.65840 -3.14914
H -7.33899 -4.51475 -1.45270
H -5.80924 -2.70457 -1.96368
H -3.96203 -4.74352 -0.50469
H -5.35742 -4.05374 0.24925
H -2.14839 -3.24065 0.44172
H -3.44966 -3.13868 1.65240
H -2.61813 -1.71862 0.95315
H -4.75203 -3.44745 -3.79497
H -3.53861 -3.08791 -2.82592
C 0.91634 -4.08492 0.94788
C 0.94289 -5.54712 1.39659
C 1.88235 -5.89247 2.58110
O 1.44594 -7.15164 3.16168
C 1.95967 -8.36775 2.57422
N -0.44895 -5.96246 1.66379
H 0.39340 -3.43794 1.65220
H 0.45720 -3.94573 -0.03086
H 1.94639 -3.75687 0.80832
H 1.30476 -6.11921 0.54227
H 1.77166 -5.07700 3.29584
H 2.90447 -5.87303 2.20297
H 1.43262 -9.13064 3.14721
H 3.00562 -8.42016 2.87647
H 1.69808 -8.55469 1.53272
H -0.10853 -6.64723 2.32355
H -0.84214 -5.31745 2.33422
C 2.61031 3.47890 1.89689
C 1.71236 4.67683 2.04973
C 1.92085 5.67348 0.91294
O 3.20636 6.20841 0.67637
C 3.65833 6.95395 1.84707
N 0.32106 4.26415 2.03711
H 3.62684 3.80115 2.12254
H 2.70937 2.97792 0.93392
H 2.31355 2.73735 2.63860
H 1.87546 4.98627 3.08208
H 1.24721 6.50701 1.11178
H 1.71222 5.26490 -0.07582
H 4.70487 7.25724 1.87673
H 3.60093 6.31802 2.73046
H 3.21864 7.93920 2.00223
H 0.09312 3.65024 2.80604
H -0.29068 5.05210 2.19521
C -0.14207 6.89290 6.17795
C -0.29384 5.84334 5.12248
C -0.27370 4.38369 5.62132
O -0.44315 3.50214 4.54334
C -0.38534 2.11480 4.91486
N -1.52016 6.08212 4.44587
H -0.93612 6.68350 6.89469
H 0.04506 7.90313 5.81391
H 0.79053 6.61544 6.66926
H 0.41506 5.92732 4.29876
H -1.00213 4.30994 6.42883
H 0.63019 4.20030 6.20226
H 0.61433 1.87101 5.27446
H -0.60275 1.39437 4.12632
H -1.20638 1.88884 5.59524
H -1.95066 5.16858 4.46114
H -2.21901 6.51693 5.03124
C 0.43809 0.11050 1.43160
C 0.28789 0.99170 0.15544
C -0.18740 0.17281 -1.07072
O 0.82400 -0.70331 -1.61670
C 0.45362 -1.28300 -2.88542
N -0.74330 1.90822 0.57563
H 1.07042 -0.77581 1.37947
H -0.54143 -0.21973 1.77746
H 0.84931 0.62588 2.29957
H 1.16481 1.60946 -0.03813
H -0.56955 0.87999 -1.80690
H -1.13719 -0.25055 -0.74397
H 1.30615 -1.80766 -3.31672
H 0.09972 -0.55465 -3.61505
H -0.30321 -2.01417 -2.60132
H -0.30314 2.73494 0.95366
H -0.98968 2.31242 -0.31658
*
```

3.
2 unconnected molecules or ions with the total composition C4H13N3O at a distorted geometry. Source: the Open Molecules 2025 dataset; level of theory: ωB97M-V with the def2-TZVPD basis set.

For the maximum force, the calculation gives 4.59 eV/Å. The gap between HOMO and LUMO is 8.20 eV. For the highest occupied orbital energy, the calculation gives -7.434 eV. The calculation puts the energy above the lowest of the compared OMol25 structures with the same formula, charge and spin at 2.754 eV. Its SMILES is N/C=C(\N)CCN.O.

```
! wB97M-V def2-TZVPD RIJCOSX def2/J DEFGRID3
* xyz 0 1
N -1.59495 1.11322 1.53286
C -0.40458 0.35226 1.28639
C 0.05807 0.28287 0.03351
N -0.71618 0.52145 -1.05998
C 1.22408 -0.59802 -0.35128
C 0.69115 -2.05557 -0.40631
N -0.15349 -2.40586 -1.60077
H -2.46621 0.80209 0.95334
H -1.86637 0.95732 2.47460
H 0.03318 0.07808 2.26218
H -0.14864 0.55511 -2.01823
H -1.54140 1.11980 -1.04123
H 1.87272 -0.63894 0.48080
H 1.85794 -0.18877 -1.12336
H 0.00539 -2.17527 0.41572
H 1.49173 -2.86057 -0.14118
H 0.30080 -2.26851 -2.46460
H -0.95110 -1.73404 -1.57301
O 0.93871 3.31684 0.53934
H 1.29919 2.79778 1.36908
H 0.06995 3.02874 0.43211
*
```

4.
2 unconnected molecules or ions with the total composition C12H19FOS at a distorted geometry. Source: the Open Molecules 2025 dataset; level of theory: ωB97M-V with the def2-TZVPD basis set.

For the maximum force, the calculation gives 4.07 eV/Å. The gap between HOMO and LUMO is 8.37 eV. For the highest occupied orbital energy, the calculation gives -7.842 eV. The calculation puts the energy above the lowest of the compared OMol25 structures with the same formula, charge and spin at 0.618 eV. Its SMILES is CC(C)[C@H]1C=C(SO)C=CC1.C=C(C)F.

```
! wB97M-V def2-TZVPD RIJCOSX def2/J DEFGRID3
* xyz 0 1
C 2.57870 0.96978 -2.58579
C 2.13452 2.28090 -1.81675
C 1.33798 3.10425 -2.84033
C 1.57088 2.00958 -0.39247
C 0.22226 1.43341 -0.46764
C 0.00063 0.10168 -0.34448
S -1.57686 -0.57961 -0.57504
O -1.66513 -1.79067 0.66035
C 1.13053 -0.79239 0.01045
C 2.21449 -0.25895 0.59984
C 2.57056 1.20677 0.50745
H 1.89127 0.15541 -2.75019
H 3.28307 0.37505 -2.04049
H 3.07636 1.12322 -3.48784
H 3.18864 2.74908 -1.71264
H 0.63837 3.69236 -2.30919
H 0.81436 2.45684 -3.53009
H 1.87511 3.82046 -3.31476
H 1.52050 2.89273 0.13045
H -0.46676 2.13661 -0.62146
H -2.32544 -2.44966 0.32630
H 0.98479 -1.92770 0.18385
H 2.86138 -0.90569 1.11215
H 2.57263 1.83974 1.38060
H 3.50350 1.34055 0.12328
C -4.45083 -3.47174 1.56878
C -3.63219 -3.24369 2.57437
C -3.47586 -2.01381 3.39344
F -2.57799 -4.03553 2.92908
H -4.31738 -4.28318 0.96818
H -5.19655 -2.80739 1.39729
H -3.93225 -1.09856 3.13510
H -3.98451 -2.29075 4.28580
H -2.36877 -1.73909 3.50240
*
```

Q: The highest maximum force belongs to which entry?
A: C4H13N3O